The following is a quantum chemistry calculation of the molecule C14H28BClF5O4PS, from the Open Molecules 2025 dataset.

## Properties
- SMILES: CCCCCCCP(Cl)(CCC(C)C)(B(O)O)S(=O)(=O)C(F)(F)C(F)(F)F
- LUMO: 0.0120 Ha
- Frontier orbital gap: 0.3587 hartree
- Max |F|: 1.0 eV Å⁻¹
- Total charge: 0
- HOMO energy: -9.43 eV
- Electronic energy: -2575.23054 a.u.

Each line ends with the natural charge from an NBO analysis.
Positions of all 55 atoms, in Å:
C1 -2.12 4.77 0.88  -0.6127
C2 -1.54 3.92 -0.27  -0.3991
C3 -2.60 3.43 -1.26  -0.3988
C4 -3.65 2.48 -0.68  -0.3965
C5 -3.13 1.23 0.05  -0.4045
C6 -1.86 0.58 -0.53  -0.4112
C7 -1.96 -0.96 -0.57  -0.7401
P1 -0.45 -1.85 -0.08  1.0539
Cl1 -1.42 -2.78 1.74  -0.4660
C8 0.80 -0.99 0.94  -0.7629
C9 1.69 -1.91 1.78  -0.3949
C10 2.62 -1.11 2.72  -0.2092
C11 1.84 -0.36 3.80  -0.6140
C12 3.57 -0.19 1.96  -0.6139
B1 -0.31 -3.67 -0.73  0.9110
O1 0.71 -4.45 -0.27  -0.8727
O2 -1.27 -4.06 -1.62  -0.9326
S1 0.49 -1.08 -2.06  1.7029
O3 -0.32 -1.58 -3.17  -0.9579
O4 0.82 0.33 -2.02  -0.9440
C13 2.15 -1.94 -2.33  0.3730
F1 1.95 -3.03 -3.10  -0.3114
F2 2.65 -2.36 -1.14  -0.3167
C14 3.21 -1.04 -3.01  0.9210
F3 3.59 -0.06 -2.20  -0.2954
F4 4.28 -1.79 -3.28  -0.3072
F5 2.74 -0.53 -4.14  -0.2943
H1 -2.27 5.80 0.57  0.2062
H2 -1.42 4.78 1.72  0.2091
H3 -3.05 4.35 1.25  0.1980
H4 -0.94 3.10 0.13  0.1930
H5 -0.84 4.56 -0.83  0.2064
H6 -3.11 4.29 -1.70  0.2056
H7 -2.09 2.94 -2.10  0.2037
H8 -4.24 3.05 0.04  0.2018
H9 -4.36 2.19 -1.46  0.2062
H10 -2.97 1.45 1.11  0.2054
H11 -3.93 0.48 0.02  0.2050
H12 -1.00 0.86 0.08  0.2053
H13 -1.63 0.95 -1.53  0.2312
H14 -2.73 -1.30 0.13  0.2717
H15 -2.25 -1.33 -1.56  0.2758
H16 0.23 -0.30 1.57  0.2572
H17 1.42 -0.38 0.29  0.2625
H18 1.09 -2.57 2.40  0.2327
H19 2.31 -2.53 1.14  0.2201
H20 3.22 -1.88 3.22  0.2033
H21 1.02 -0.97 4.19  0.2137
H22 1.39 0.55 3.39  0.1959
H23 2.49 -0.06 4.63  0.2167
H24 3.04 0.67 1.56  0.1991
H25 4.00 -0.72 1.10  0.2103
H26 4.37 0.18 2.60  0.2169
H27 0.86 -5.23 -0.82  0.5086
H28 -1.05 -3.91 -2.55  0.5327